(w)
Entry from OMol25: a cluster of 9 separate species, H18O9 in total (wB97M-V/def2-TZVPD).

Its structure (SMILES) is O.O.O.O.O.O.O.O.O. Its LUMO energy is 0.36 eV. The multiplicity is 1. The calculation puts the HOMO energy at -10.874 eV. Its charge is 0. As for the HOMO-LUMO gap: 11.2 eV.

Geometry (Å):
H: -0.31 0.39 2.34
H: -1.18 -0.49 1.33
H: -1.66 -1.99 -1.00
H: -3.07 -1.42 -1.24
H: -1.01 0.82 -1.72
H: -1.08 -0.55 -2.46
H: 0.03 -1.93 0.40
H: -0.96 -2.69 1.45
H: 1.75 -0.87 -0.19
H: 1.53 -1.04 1.39
H: 2.45 0.29 -2.19
H: 0.76 0.25 -1.96
H: 0.63 2.51 0.40
H: 1.62 1.52 -0.33
H: -1.39 1.70 0.64
H: -1.66 2.88 -0.40
H: 2.14 0.29 3.03
H: 1.52 1.02 1.70
O: -1.23 0.39 1.89
O: -2.21 -1.83 -1.79
O: -0.61 0.32 -2.47
O: -1.01 -2.04 0.61
O: 1.51 -1.56 0.52
O: 1.68 0.26 -1.54
O: 1.54 2.08 0.55
O: -1.09 2.06 -0.25
O: 1.40 0.24 2.33


(x)
Entry from OMol25: a structure of composition H18O9 (wB97M-V/def2-TZVPD).

Its LUMO energy is -0.38 eV. The multiplicity is 1. The calculation puts the HOMO energy at -8.084 eV. Its charge is 0. As for the HOMO-LUMO gap: 7.7 eV.

Geometry (Å):
H: -1.13 0.07 -0.16
H: -0.27 1.32 -0.01
H: 0.87 0.99 2.88
H: -0.34 1.07 1.96
H: 1.83 3.78 -1.97
H: 0.33 3.64 -1.79
H: 0.19 -0.72 -2.44
H: 0.54 -0.13 -1.08
H: -2.16 -4.04 -1.06
H: -1.39 -2.78 -0.69
H: 2.84 -1.31 -2.01
H: 2.09 -1.80 -0.78
H: -3.35 -0.03 1.93
H: -2.36 -1.14 1.62
H: -1.45 0.13 3.54
H: -2.82 -0.46 3.83
H: 1.11 0.87 -2.95
H: 2.29 1.23 -2.06
O: -1.13 0.95 0.23
O: 0.60 1.27 2.00
O: 1.15 3.13 -1.75
O: 0.94 -0.57 -1.84
O: -1.33 -3.75 -0.66
O: 2.95 -1.85 -1.22
O: -2.41 -0.24 1.96
O: -1.88 -0.66 3.90
O: 1.50 1.61 -2.47


(y)
Entry from OMol25: a cluster of 9 separate species, H18O9 in total (wB97M-V/def2-TZVPD).

Its structure (SMILES) is O.O.O.O.O.O.O.O.O. Its LUMO energy is -0.09 eV. The multiplicity is 1. The calculation puts the HOMO energy at -9.942 eV. Its charge is 0. As for the HOMO-LUMO gap: 9.9 eV.

Geometry (Å):
H: 0.84 -0.68 0.51
H: 0.03 0.29 -0.33
H: -3.78 -0.45 -2.70
H: -4.39 -1.77 -2.27
H: 3.37 -3.22 1.76
H: 3.51 -1.77 2.21
H: -1.67 0.60 -1.82
H: -1.70 1.25 -0.45
H: -0.79 3.77 0.74
H: -0.51 3.81 2.24
H: 0.58 -0.31 3.51
H: -0.81 -0.94 3.58
H: -3.89 -0.92 1.09
H: -3.47 -1.40 -0.29
H: 3.90 -1.36 -1.66
H: 2.96 -1.58 -2.83
H: 3.06 2.96 -1.12
H: 3.10 1.79 -2.09
O: 0.07 -0.64 -0.07
O: -3.83 -1.06 -1.96
O: 3.54 -2.33 1.43
O: -2.26 0.77 -1.08
O: -0.99 4.28 1.54
O: -0.14 -0.64 2.96
O: -3.36 -1.59 0.65
O: 2.98 -1.28 -1.91
O: 3.67 2.43 -1.65


Most favorable structure: (w). The second most favorable one is 46.6 kcal/mol above it.


(w)
Entry from OMol25: a cluster of 2 separate species, C5H7NO in total (wB97M-V/def2-TZVPD).

Its LUMO energy (spin up / spin down) is -1.71 / -1.71 eV. The multiplicity is 1. The calculation puts the HOMO energy (spin up / spin down) at -9.389 / -9.406 eV. Its charge is 0. As for the HOMO-LUMO gap (spin up / spin down): 7.7 / 7.7 eV.

Geometry (Å):
C: 1.15 -1.71 0.31
C: 0.19 -1.31 -0.72
C: -1.33 1.46 -0.04
C: -0.75 1.24 1.33
O: 0.41 0.94 1.52
C: 0.72 -0.67 -1.86
N: 1.02 -0.13 -2.85
H: 1.60 -2.63 -0.11
H: 0.68 -1.97 1.25
H: 1.98 -1.01 0.47
H: -1.70 0.49 -0.40
H: -0.55 1.80 -0.73
H: -2.16 2.16 -0.02
H: -1.45 1.34 2.18


(x)
Entry from OMol25: an isolated molecule of C5H7NO (wB97M-V/def2-TZVPD).

Its structure (SMILES) is C#CCCNC=O. Its LUMO energy is 0.91 eV. The multiplicity is 1. The calculation puts the HOMO energy at -9.707 eV. Its charge is 0. As for the HOMO-LUMO gap: 10.6 eV.

Geometry (Å):
O: -0.04 -1.66 1.49
C: -0.84 -0.78 1.31
N: -0.52 0.53 1.06
C: 0.81 0.83 0.58
C: 1.03 0.52 -0.94
C: -0.01 -0.37 -1.46
C: -0.96 -1.08 -1.65
H: -1.94 -0.95 1.33
H: -1.27 1.08 0.67
H: 1.50 0.23 1.18
H: 1.01 1.89 0.75
H: 1.02 1.46 -1.52
H: 2.01 0.04 -1.05
H: -1.80 -1.74 -1.76


Most favorable structure: (x). The second most favorable one is 57.4 kcal/mol above it.